Entry from the Open Molecules 2025 dataset: the molecule C16H19Cl2NO3 (ωB97M-V/def2-TZVPD).

Each line ends with the Löwdin charge.
CARTESIAN COORDINATES (ANGSTROEM)
C (-2.755965, -1.223197, -1.658287)  -0.053
H (-3.559947, -1.841194, -1.265478)  0.078
H (-3.140093, -0.652291, -2.502097)  0.085
H (-2.448988, -0.525543, -0.883124)  0.067
C (-1.585179, -2.106464, -2.108218)  -0.367
C (-0.464358, -1.224591, -2.606853)  -0.125
C (-0.172585, -1.109591, -3.962245)  -0.026
C (0.795575, -0.243363, -4.435813)  -0.080
C (1.501480, 0.553597, -3.553143)  -0.087
C (1.237190, 0.454838, -2.201934)  -0.021
C (0.279142, -0.433596, -1.724285)  -0.170
N (0.078348, -0.437783, -0.318609)  0.140
C (0.183823, -1.485254, 0.524992)  -0.444
O (0.309403, -2.645734, 0.209047)  0.086
C (0.073273, -1.083672, 2.000225)  -0.035
H (-0.950322, -1.281886, 2.340388)  0.153
H (0.750853, -1.702530, 2.596696)  0.141
O (0.376846, 0.296839, 2.186123)  -0.005
C (0.827052, 0.660499, 3.392907)  -0.469
O (0.964145, -0.091955, 4.317463)  0.122
C (1.148346, 2.129103, 3.433253)  -0.393
C (1.501114, 2.762140, 2.107588)  -0.038
H (0.627138, 2.804962, 1.460909)  0.088
H (2.277498, 2.179679, 1.615763)  0.093
H (1.865241, 3.774170, 2.258805)  0.071
C (1.799245, 2.603673, 4.716258)  -0.079
C (0.372852, 2.935522, 4.456148)  -1.144
Cl (-0.057313, 4.585806, 4.053553)  0.667
Cl (-0.888725, 2.163008, 5.399120)  0.684
H (2.526130, 3.398944, 4.657841)  0.118
H (2.002018, 1.848713, 5.462836)  0.117
H (0.143293, 0.472946, 0.117911)  0.135
H (1.782186, 1.067641, -1.496729)  0.110
H (2.251266, 1.243058, -3.910259)  0.102
H (0.990077, -0.183494, -5.496128)  0.103
H (-0.721207, -1.704047, -4.673840)  0.102
C (-2.078205, -3.126373, -3.132303)  -0.078
H (-1.252234, -3.721992, -3.512842)  0.084
H (-2.586863, -2.643424, -3.964301)  0.076
H (-2.786876, -3.798690, -2.653686)  0.080
H (-1.214672, -2.668476, -1.247654)  0.112

Atoms 1-3, force components in eV/Å:
0.13 -0.12 0.03
-0.13 -0.04 0.06
-0.07 0.07 -0.08

Output
Total energy ... -49578.165 eV
ΔE to the lowest compared entry with this formula, charge and spin ... 0.4 kcal per mole
HOMO-LUMO gap ... 9.4 eV
SMILES ... CC(C)c1ccccc1NC(=O)COC(=O)[C@]1(C)CC1(Cl)Cl